Record 1
C39H45N7O5 | wB97M-V/def2-TZVPD

Atoms and positions in Å:
C1 6.40824 1.94352 1.22748
O1 5.83091 0.63188 1.37903
C2 4.49567 0.45258 1.19099
C3 3.59144 1.48321 0.85528
C4 2.29784 1.15439 0.47932
C5 1.77444 -0.15495 0.59871
C6 0.39174 -0.42754 0.29847
N1 0.00202 -1.68115 -0.16217
C7 0.76670 -2.64207 -0.89720
C8 0.53767 -4.01055 -0.66520
C9 -0.59342 -4.55475 0.19337
C10 -0.05575 -5.09345 1.51857
C11 -1.41286 -5.62453 -0.53572
C12 1.43347 -4.93076 -1.21161
C13 2.47550 -4.50991 -2.02632
C14 2.60418 -3.16656 -2.36306
C15 1.70426 -2.22086 -1.87393
C16 1.71121 -0.83191 -2.53912
C17 1.08636 -0.88844 -3.93132
C18 3.11175 -0.22014 -2.61413
N2 -1.34744 -1.75248 -0.22292
N3 -1.80479 -0.51012 0.05012
C19 -3.23288 -0.31415 -0.01148
C20 -4.05014 -1.07123 0.85600
C21 -3.44912 -2.00369 1.90722
C22 -4.32263 -3.21371 2.24177
C23 -3.03412 -1.24983 3.16640
C24 -5.42998 -0.95059 0.73112
C25 -5.99514 -0.14718 -0.25676
C26 -5.17938 0.53250 -1.14864
C27 -3.79031 0.41974 -1.07466
C28 -2.96879 0.95733 -2.24631
C29 -3.01569 2.47903 -2.32508
C30 -3.46964 0.33895 -3.55812
C31 -0.75026 0.38196 0.35692
C32 -0.92975 1.73822 0.61659
C33 2.69412 -1.17205 1.01000
C34 4.01023 -0.88073 1.28991
H1 7.48369 1.78402 1.32875
H2 6.19175 2.36739 0.23654
H3 6.05917 2.61650 2.02237
H4 3.90936 2.53312 0.86575
H5 1.65323 1.92713 0.06771
H6 -1.26239 -3.71524 0.39703
H7 0.53782 -4.32651 2.03383
H8 -0.87692 -5.40032 2.18063
H9 0.59318 -5.96458 1.34193
H10 -1.81463 -5.21990 -1.47188
H11 -0.79543 -6.50214 -0.77044
H12 -2.25435 -5.95285 0.08828
H13 1.29917 -5.98922 -0.98306
H14 3.17379 -5.23744 -2.43636
H15 3.39354 -2.84116 -3.04133
H16 1.09587 -0.16528 -1.92438
H17 0.06342 -1.27837 -3.87948
H18 1.05294 0.11471 -4.37127
H19 1.67493 -1.54056 -4.59007
H20 3.65521 -0.33151 -1.66831
H21 3.70203 -0.68368 -3.41762
H22 3.02623 0.85488 -2.82898
H23 -2.53971 -2.41032 1.45128
H24 -4.63987 -3.73211 1.32886
H25 -3.75304 -3.92703 2.85238
H26 -5.21473 -2.92378 2.81156
H27 -2.37565 -0.41055 2.90884
H28 -3.92033 -0.85460 3.68475
H29 -2.49506 -1.91343 3.85583
H30 -6.07201 -1.53032 1.39207
H31 -7.08209 -0.09151 -0.35766
H32 -5.60918 1.09432 -1.97905
H33 -1.92726 0.65058 -2.09770
H34 -2.56806 2.91702 -1.42668
H35 -2.45184 2.83653 -3.19655
H36 -4.05446 2.82568 -2.41300
H37 -3.44864 -0.75617 -3.49628
H38 -4.50465 0.64500 -3.76340
H39 -2.84233 0.65326 -4.40128
H40 -1.91448 2.17672 0.45197
H41 -0.11209 2.27208 1.07503
H42 2.35185 -2.20284 1.11074
H43 4.71897 -1.65181 1.59009
O2 2.05675 4.38780 4.59844
N4 2.02729 5.61233 4.34794
C35 1.38488 6.09528 3.17088
C36 1.12700 5.19496 2.10818
C37 1.37471 5.75076 0.86583
N5 1.84234 5.12376 -0.28927
O3 1.77988 3.96133 -0.66903
O4 2.51361 6.07151 -1.05689
N6 2.43459 7.35501 -0.45585
C38 1.78892 7.13625 0.72684
N7 1.79785 8.00176 1.74782
C39 1.55170 7.50678 2.93821
O5 2.59064 6.47563 5.06884
H44 0.93786 4.13102 2.24288
H45 1.58940 8.19019 3.79020

Calculated values
Molar mass   691.8 u
Frontier orbital gap   3.775 eV
HOMO level   -6.10 eV
LUMO energy   -2.324 eV

Computed Mulliken charges, given in elementary charges: -0.7815 -0.4706 0.8015 -0.8318 -0.1910 0.2137 -1.1426 1.5214 -0.0823 0.5995 1.4986 -1.4251 -1.6542 -0.3661 -1.5412 -0.3696 0.2346 1.4684 -1.6667 -1.8236 -1.5519 2.1436 -0.7264 0.1602 1.9857 -1.9755 -1.3998 -0.3868 -1.3922 -0.5183 0.5585 1.5649 -1.3575 -1.5220 1.7600 -2.2834 0.0894 -1.1368 0.2375 0.3209 0.3046 0.3117 0.7727 -0.6837 0.3350 0.3979 0.3463 0.3982 0.3153 0.4394 0.3433 0.3549 0.3779 -0.2955 0.3814 0.4292 0.3426 0.2353 0.4990 0.4118 -0.6146 0.4601 0.3782 0.4485 0.3457 0.2984 0.3518 0.2771 0.3469 0.3421 -0.5358 0.2558 0.4357 0.3006 0.3756 0.3454 0.4043 0.3681 0.0537 0.4480 0.4453 -0.5681 0.9545 -0.2844 -0.0539 0.0408 0.8133 -0.6738 -0.1477 -0.4605 0.4619 -0.5623 -0.1217 -0.5794 0.6089 0.4625

---

Record 2
C39H46BeP2 | wB97M-V/def2-TZVPD

Atoms and positions in Å:
Be1 -1.31675 2.06619 -3.24655
C1 -2.23607 1.33531 -5.96999
C2 -1.98046 0.02663 -5.79250
C3 -0.78824 -0.76726 -6.16917
C4 0.51049 0.06852 -6.08057
C5 0.66042 0.94202 -4.89194
C6 0.01685 2.10279 -4.38758
C7 -0.60770 3.09455 -5.37376
C8 -1.32326 2.37237 -6.53284
C9 1.81774 -0.23427 0.64112
H1 -3.26658 1.69615 -5.84483
H2 -2.76992 -0.60470 -5.36460
H3 -0.85961 -1.18161 -7.18881
H4 -0.73414 -1.63094 -5.47000
H5 1.30411 -0.69291 -5.95122
H6 0.75776 0.53504 -7.06190
H7 1.71129 0.87205 -4.58314
H8 0.72501 2.62163 -3.69914
H9 0.22008 3.70183 -5.78691
H10 -1.31871 3.77109 -4.83983
H11 -1.94411 3.12819 -7.03936
H12 -0.61103 1.93862 -7.25762
H13 0.94230 0.38208 0.88587
H14 2.71274 0.21627 1.08566
H15 1.67180 -1.23707 1.06874
P1 -1.74753 -1.89786 -3.19516
P2 2.11248 -0.34041 -1.12845
C10 -0.21472 -1.74739 -2.19102
C11 0.64367 -0.69490 -2.13184
C12 -2.52616 -3.27381 -2.41259
C13 -3.09872 -4.32226 -3.15020
C14 -3.99519 -5.15449 -2.48079
C15 -4.29935 -4.91488 -1.13130
C16 -3.64163 -3.91985 -0.39645
C17 -2.70848 -3.11261 -1.03534
C18 -3.03242 -0.57864 -2.65898
C19 -2.76716 0.69402 -3.19706
C20 -3.69638 1.75349 -3.03697
C21 -4.87116 1.54782 -2.28762
C22 -5.07341 0.32703 -1.65625
C23 -4.20837 -0.74498 -1.90660
C24 3.48265 -1.42814 -1.49709
C25 3.26422 -2.81576 -1.50823
C26 4.32008 -3.67749 -1.79918
C27 5.59015 -3.17065 -2.09581
C28 5.80550 -1.78858 -2.09610
C29 4.76367 -0.91948 -1.78090
C30 2.55887 1.33840 -1.72427
C31 2.21540 2.52140 -1.04561
C32 2.60662 3.77161 -1.54332
C33 3.31615 3.88201 -2.74464
C34 3.53601 2.72767 -3.49479
C35 3.20358 1.47418 -2.96808
H16 0.00545 -2.64816 -1.60824
H17 0.30607 0.23119 -2.64496
H18 -2.87206 -4.42450 -4.21106
H19 -4.45864 -5.97989 -3.02177
H20 -5.05027 -5.52232 -0.63028
H21 -3.84690 -3.74756 0.66278
H22 -2.23693 -2.26861 -0.52286
H23 -1.79187 0.68592 -3.81100
H24 -3.54194 2.73448 -3.51013
H25 -5.61681 2.34243 -2.19125
H26 -5.85795 0.20565 -0.89452
H27 -4.43638 -1.69913 -1.43839
H28 2.27304 -3.20804 -1.27834
H29 4.15500 -4.75352 -1.78854
H30 6.41035 -3.84606 -2.34357
H31 6.78708 -1.38048 -2.34453
H32 4.94219 0.15610 -1.74740
H33 1.65896 2.47105 -0.10866
H34 2.37567 4.67576 -0.97929
H35 3.70920 4.84624 -3.08179
H36 3.98945 2.78943 -4.48492
H37 3.47332 0.58098 -3.53477
C36 -2.01890 3.81302 -0.10361
C37 -1.12876 2.60093 0.10923
C38 -1.44155 1.93733 1.46338
C39 -1.21792 1.74980 -1.15315
H38 -3.06955 3.51086 -0.07548
H39 -1.79740 4.27547 -1.06816
H40 -1.85216 4.55839 0.67931
H41 -0.10574 2.96480 0.17890
H42 -2.49262 1.62652 1.52858
H43 -0.83061 1.04999 1.67280
H44 -1.24817 2.63482 2.29796
H45 -0.56919 0.87668 -1.06566
H46 -2.21994 1.32154 -1.13484

Calculated values
Molar mass   585.8 u
Frontier orbital gap (spin up / spin down)   4.715 / 6.216 eV
HOMO level (spin up / spin down)   -4.23 / -5.67 eV
LUMO energy (spin up / spin down)   0.485 / 0.544 eV

Computed Mulliken charges, given in elementary charges: -0.7192 0.0025 -1.0008 -0.2296 -1.5699 -0.0089 2.6486 -1.0632 -0.7882 -1.0996 0.4829 0.8316 0.4943 -0.0431 0.5049 0.4772 -0.5683 -0.7314 0.4115 0.3542 0.4644 0.3075 -0.0216 0.4667 0.3735 0.3336 1.7133 -1.3391 1.3269 0.8609 -0.7374 -0.4938 -0.5430 -0.2722 -1.0686 2.2543 -0.1493 -0.1474 -1.1131 -0.9596 -0.0321 0.6074 -0.5600 -0.6773 -0.5218 -0.7380 -0.3230 0.8203 -1.1084 -0.6991 -0.7798 -0.6681 -0.6813 0.4195 -0.9343 0.4183 0.3836 0.3793 0.3921 0.1840 -1.2960 0.4245 0.4013 0.3705 0.3064 0.2374 0.4081 0.3716 0.3941 0.4440 0.4952 0.4194 0.3757 0.3689 0.5645 -1.5323 1.2869 -1.8070 0.6430 0.2549 0.2487 0.4769 -0.0506 0.3587 0.2875 0.3970 -0.4686 0.0964

---

Which max |F| belongs to each record? In order, 3.6, 3.9 eV/Å.